# 1
28
Properties=species:S:1:pos:R:3:forces:R:3:lowdin_charge:R:1 method="wB97M-V/def2-TZVPD" spin_multiplicity=1 homo_lumo_gap_ha="0.225 / 0.225" de_lowest_kj_mol=557.4 total_charge=+1 molar_mass_g_mol=213.69
C -1.2585 2.2305 0.5984 -1.392 -0.542 0.516 -0.2319
C 0.3189 1.0143 2.7173 5.160 0.084 1.370 0.0059
C 1.2712 1.1845 1.6711 -2.282 -1.371 -1.760 0.0544
C -0.8939 0.6409 2.3817 -5.384 -0.725 0.354 -0.1918
C -1.4145 0.8278 0.9923 2.790 0.405 0.576 -0.1763
C -0.3064 0.6865 -0.0266 0.066 -0.606 -2.170 0.0529
C -2.0035 0.0915 3.2912 1.345 -0.234 -1.033 0.0197
C -0.7124 -3.0985 -2.8445 0.443 1.968 1.780 -0.0872
C 0.2642 -1.8842 -3.1792 -0.950 -1.817 -2.108 -0.2361
N -1.2327 3.2993 0.2154 0.224 1.755 -0.418 0.2736
N 0.9659 0.8009 0.3663 0.385 0.442 2.322 0.0452
N 0.6036 -1.2042 -1.9200 -4.167 -0.428 -2.336 -0.0903
N 1.6975 -1.0197 -1.5325 4.686 0.585 1.762 0.0442
Cl 3.4339 3.3475 -0.0510 0.009 0.518 -0.498 0.2900
H 0.8475 0.9096 3.7725 -1.687 0.505 -2.144 0.1945
H 2.2515 1.5102 1.7527 1.677 0.667 0.743 0.0796
H -2.3848 0.4438 0.6888 0.166 -0.059 0.126 0.1639
H -2.8377 -0.1579 2.5772 0.793 -0.768 1.455 0.1039
H -2.3945 0.8799 3.8993 -0.114 0.805 0.443 0.0914
H -1.5314 -0.6277 4.0032 -1.059 -0.059 -0.764 0.1150
H -1.4438 -2.5874 -2.1425 0.702 -1.083 -0.488 0.0805
H -1.2787 -3.3338 -3.7044 -0.382 -0.467 -1.020 0.0443
H -0.2682 -4.0089 -2.3960 -0.111 0.748 -0.206 0.0759
H 1.0841 -2.1756 -3.8971 0.075 0.113 1.356 0.1146
H -0.3836 -1.3073 -3.9202 0.752 0.309 1.753 0.1298
H 3.3365 4.2997 -0.9407 -0.006 -0.543 0.495 -0.1915
H 1.7381 0.6318 -0.3274 -1.051 -0.104 0.598 0.1247
H 2.5313 -1.3933 -2.0453 -0.688 -0.096 -0.705 0.1011

# 2
22
Properties=species:S:1:pos:R:3:forces:R:3:lowdin_charge:R:1 method="wB97M-V/def2-TZVPD" spin_multiplicity=1 homo_lumo_gap_ha=0.334 de_lowest_kj_mol=933.8 total_charge=0 molar_mass_g_mol=161.16
C 1.2548 1.4633 0.3639 -1.400 -1.154 1.298 -0.2485
C 0.0425 0.8187 -0.2528 -5.014 4.730 -1.529 -0.3600
C -1.1554 0.7126 0.7014 -3.494 0.578 4.426 -0.1575
C -2.3008 -0.2858 0.1208 2.709 -1.741 -1.193 -0.1270
C -1.4975 -0.9340 -1.0984 3.617 -0.540 -3.331 -0.0505
H 2.6098 1.1953 -0.6494 2.068 -0.769 -1.636 0.0318
H 1.5715 0.7785 1.2650 0.380 1.250 -1.833 0.1662
H 0.8387 2.3126 0.7777 -1.050 1.665 1.573 0.0980
H -0.4055 1.4673 -1.1262 1.011 0.150 1.858 0.1897
H -1.7145 1.6331 0.9754 0.544 0.376 -1.476 0.0929
H -1.0692 0.5687 1.9233 0.923 -0.907 -3.012 0.1600
H -2.3234 -1.2562 0.6674 -0.456 1.237 0.594 0.0931
H -3.3473 0.0124 -0.1007 1.060 0.441 0.110 0.1047
H -1.5671 -0.8727 -2.4088 -0.743 0.268 4.268 0.1810
H -1.2378 -2.0073 -0.8874 -0.836 0.895 -0.425 0.0911
H 1.4091 -2.2384 1.1364 -2.836 3.359 -1.117 0.2128
N 0.0684 -0.3676 -0.9640 -4.950 2.189 -3.249 -0.1334
N 0.8978 -1.0568 -0.4017 7.464 -6.782 2.397 -0.2705
N 2.3040 -0.9233 -0.6378 -2.883 -1.958 1.418 0.0413
O 2.1447 2.0042 -0.5632 0.277 -0.648 0.668 -0.0013
O 0.6086 -1.4608 0.9246 2.491 -3.317 0.872 -0.0390
O 2.8686 -1.5639 0.2344 1.118 0.679 -0.682 -0.0750

# 3
108
Properties=species:S:1:pos:R:3:forces:R:3:lowdin_charge:R:1 method="wB97M-V/def2-TZVPD" spin_multiplicity=1 homo_lumo_gap_ha=0.326 de_lowest_kj_mol=0.0 total_charge=0 molar_mass_g_mol=1319.84
C 3.3717 -2.5945 1.5580 0.026 -0.012 0.034 0.0504
B 2.1240 -2.0890 0.7836 -0.309 0.103 -0.052 -0.5522
O 1.6604 -0.7696 0.8847 0.577 -0.132 -0.315 0.2294
B 0.8266 -0.4148 -0.1536 -0.233 0.137 -0.138 -0.3622
O -0.2350 -1.2429 -0.4395 0.278 -0.205 0.045 0.2075
B 0.0424 -2.5801 -0.1611 0.040 0.157 -0.049 -0.6389
P -1.3785 -3.8509 0.0987 -0.195 -0.288 -0.337 0.9502
C -1.9364 -3.3161 1.7746 0.159 0.151 -0.151 -0.2493
O -0.5132 -5.2119 0.5507 0.014 -0.157 -0.167 -0.3435
O 1.3806 -2.9171 -0.0510 -0.033 -0.213 0.560 0.2451
H 3.2191 -3.6174 1.9051 0.021 0.017 -0.010 0.0774
H 4.2422 -2.6132 0.8952 -0.014 0.006 -0.003 0.0802
H 3.6172 -1.9561 2.4067 0.007 -0.001 -0.032 0.0714
H 1.0887 0.5071 -0.8608 -0.213 0.198 0.227 0.1245
H -3.0122 -3.4528 1.8689 0.041 -0.017 0.077 0.0359
H -1.4107 -3.9435 2.4911 -0.041 0.040 0.022 0.0170
H -1.6845 -2.2764 1.9853 -0.114 0.019 -0.009 0.0470
H -0.5872 -5.8842 -0.1410 -0.010 0.197 0.240 0.0450
C -4.4623 -2.0013 -5.6451 -0.211 0.249 -0.083 -0.0357
C -4.0110 -3.4613 -5.7598 0.025 -0.081 -0.009 -0.4381
C -4.7123 -4.4963 -4.8699 0.008 0.045 -0.036 -0.3058
F -4.5058 -4.2252 -3.5653 -0.007 -0.006 -0.005 0.0947
F -4.1979 -5.7175 -5.1345 -0.002 0.001 0.009 0.0989
F -2.6765 -3.5613 -5.6168 0.022 0.011 0.005 0.1416
F -4.3272 -3.8411 -7.0377 0.015 0.004 0.019 0.0939
O -3.6600 -1.1616 -4.8341 0.309 -0.324 0.067 0.0569
C -3.9006 -0.9731 -3.5074 -0.104 0.234 0.032 -0.5413
C -2.6961 -1.3855 -2.6444 -0.072 0.056 -0.002 -0.2887
F -2.4013 -2.6823 -2.8571 0.010 0.093 -0.002 0.0764
F -3.0254 -1.2175 -1.3423 -0.032 -0.060 -0.083 0.0881
F -5.0275 -1.5803 -3.0934 0.030 -0.034 -0.012 0.1513
F -4.0685 0.3605 -3.3024 -0.066 -0.071 -0.012 0.1353
H -4.3553 -1.5956 -6.6477 -0.013 -0.001 0.028 0.1244
H -5.5163 -1.9430 -5.3723 0.019 -0.073 0.055 0.1513
H -5.7858 -4.5108 -5.0747 -0.003 0.000 0.015 0.1729
H -1.8317 -0.7642 -2.8832 0.022 -0.020 0.012 0.1742
C -5.8472 2.0782 -10.5784 0.088 0.198 0.196 -0.0348
C -6.6787 1.9414 -11.8607 -0.047 0.007 -0.050 -0.4436
C -8.1524 1.5385 -11.7129 0.056 0.017 0.010 -0.3075
F -8.2551 0.3139 -11.1557 0.002 -0.008 -0.002 0.0953
F -8.7169 1.4959 -12.9376 -0.001 -0.006 0.003 0.1036
F -6.0663 1.1307 -12.7406 0.019 -0.011 -0.002 0.1447
F -6.7204 3.2005 -12.3991 0.002 -0.026 0.002 0.0965
O -5.0322 0.9695 -10.2425 -0.101 -0.234 -0.386 0.0572
C -5.4591 -0.0435 -9.4451 0.059 0.009 0.219 -0.5396
C -5.3745 -1.4117 -10.1456 0.019 0.083 0.020 -0.2830
F -6.1204 -1.4095 -11.2647 -0.012 0.006 0.011 0.1077
F -5.8618 -2.3497 -9.3028 0.011 -0.004 -0.002 0.0956
F -6.6868 0.1693 -8.9398 0.003 0.009 -0.048 0.1521
F -4.6062 -0.1229 -8.3827 -0.059 0.085 -0.019 0.1215
H -5.1423 2.8786 -10.7947 0.011 -0.008 0.050 0.1504
H -6.4747 2.3945 -9.7452 -0.043 -0.069 -0.017 0.1482
H -8.6893 2.2648 -11.0975 -0.006 -0.009 0.009 0.1727
H -4.3368 -1.6432 -10.3914 -0.003 -0.004 -0.019 0.1774
C 2.7306 2.1982 1.9434 0.063 -0.237 -0.082 -0.0340
C 1.6092 3.2315 1.7756 -0.030 -0.005 -0.032 -0.4337
C 1.7885 4.3125 0.7019 0.014 -0.046 0.029 -0.3043
F 2.8585 5.0863 0.9803 -0.012 0.002 -0.014 0.0951
F 0.6911 5.0990 0.6861 0.005 0.004 -0.001 0.1015
F 1.3008 3.8012 2.9538 -0.001 -0.004 0.025 0.1451
F 0.5178 2.5140 1.3530 -0.002 0.011 0.028 0.0918
O 3.6475 2.4412 2.9957 -0.219 0.364 0.153 0.0594
C 4.7955 3.1492 2.8213 0.184 -0.140 -0.022 -0.5456
C 4.8521 4.3759 3.7480 -0.003 -0.081 0.037 -0.2752
F 3.8085 5.1932 3.5174 0.013 -0.002 -0.001 0.1058
F 5.9932 5.0607 3.4867 -0.024 -0.029 -0.053 0.0844
F 5.0015 3.5005 1.5389 -0.036 0.019 0.012 0.1521
F 5.8349 2.3580 3.1909 -0.030 0.016 -0.086 0.1399
H 2.2230 1.2786 2.2244 0.053 -0.027 -0.010 0.1379
H 3.2335 2.0202 0.9928 0.009 0.072 0.001 0.1512
H 1.9144 3.8564 -0.2834 0.015 0.008 -0.003 0.1725
H 4.8523 4.0591 4.7921 -0.006 0.003 0.002 0.1742
C 7.8359 7.1913 5.1901 -0.307 0.145 -0.144 -0.0375
C 8.1949 6.1887 6.2924 0.022 -0.052 0.062 -0.4357
C 8.4047 6.7309 7.7124 -0.003 0.000 -0.055 -0.3064
F 9.4497 7.5829 7.7455 -0.012 -0.019 0.022 0.0962
F 8.6750 5.6970 8.5387 0.002 0.006 0.002 0.1000
F 9.2450 5.4325 5.9308 -0.002 -0.012 -0.022 0.1462
F 7.0987 5.3665 6.4030 0.020 0.012 0.007 0.0878
O 8.8980 7.6292 4.3647 0.313 -0.296 0.201 0.0580
C 9.6488 8.7262 4.6572 -0.055 0.203 -0.126 -0.5457
C 11.1412 8.3771 4.7942 -0.079 0.001 -0.037 -0.2858
F 11.3191 7.4606 5.7648 0.003 0.012 -0.007 0.1019
F 11.8189 9.4962 5.1313 0.009 -0.006 -0.009 0.0997
F 9.2025 9.3866 5.7414 0.011 -0.035 -0.002 0.1498
F 9.5614 9.5807 3.6051 -0.045 0.006 0.081 0.1366
H 7.1806 6.6347 4.5251 0.029 0.068 -0.038 0.1256
H 7.2659 8.0253 5.6007 0.081 0.008 0.072 0.1504
H 7.5055 7.2421 8.0653 0.009 0.017 0.002 0.1723
H 11.5197 7.9906 3.8464 0.011 -0.022 0.013 0.1745
C -3.5202 -5.5801 6.7665 -0.029 0.269 0.083 -0.0389
C -3.9924 -6.9789 7.1835 -0.022 -0.058 0.041 -0.4432
C -3.0650 -7.8006 8.0891 -0.019 0.039 -0.037 -0.3074
F -1.8951 -8.0527 7.4666 -0.014 -0.011 0.023 0.0958
F -3.6608 -8.9797 8.3668 0.010 -0.001 -0.001 0.1019
F -4.3451 -7.7033 6.1078 -0.010 0.004 -0.017 0.1443
F -5.1148 -6.7702 7.9425 0.019 -0.012 -0.019 0.0945
O -2.9318 -5.4788 5.4846 -0.087 -0.418 -0.107 0.0540
C -1.5933 -5.6179 5.2790 0.115 0.152 -0.124 -0.5411
C -1.2750 -6.7591 4.2947 -0.031 0.066 0.030 -0.2844
F -1.7640 -7.9254 4.7589 0.005 0.015 -0.011 0.1029
F 0.0667 -6.8679 4.1865 -0.010 -0.007 -0.004 0.1022
F -0.9034 -5.7502 6.4243 -0.018 -0.012 0.002 0.1536
F -1.1511 -4.4828 4.6720 0.049 -0.002 0.242 0.1206
H -4.4346 -4.9940 6.6959 0.034 0.037 -0.007 0.1500
H -2.8939 -5.1403 7.5428 0.040 -0.065 -0.010 0.1477
H -2.8730 -7.2694 9.0247 0.015 -0.002 -0.001 0.1724
H -1.7047 -6.5384 3.3155 0.001 -0.015 -0.006 0.1694